# 1
Entry from the OMol25 dataset: a molecular structure, C12H28AgClN4O4 in a non-equilibrium geometry (ωB97M-V/def2-TZVPD).

Each line ends with the natural charge from an NBO analysis.
Cartesian coordinates (Å):
Ag -6.337 26.001 -27.356  0.884
Cl -10.705 25.765 -28.483  -0.884
C -7.697 26.702 -20.680  -0.694
C -8.450 25.723 -21.691  0.678
O -8.067 25.759 -22.886  -0.657
N -9.385 24.945 -21.154  -0.604
C -10.124 23.894 -21.852  -0.437
H -8.179 26.586 -19.709  0.192
H -7.555 27.731 -21.007  0.237
H -6.689 26.302 -20.570  0.230
H -9.733 25.285 -20.268  0.396
H -10.169 24.224 -22.890  0.237
H -11.080 23.654 -21.386  0.216
H -9.525 23.009 -22.064  0.206
C -3.005 25.679 -32.884  -0.713
C -4.425 25.829 -32.323  0.675
O -4.878 25.226 -31.304  -0.658
N -5.076 26.696 -33.088  -0.597
C -6.521 26.990 -32.974  -0.433
H -3.025 24.844 -33.584  0.242
H -2.372 25.588 -32.002  0.232
H -2.631 26.630 -33.263  0.210
H -4.606 27.157 -33.854  0.400
H -6.688 27.779 -33.707  0.202
H -6.798 27.502 -32.052  0.209
H -7.264 26.193 -32.975  0.232
C -5.248 32.111 -28.471  -0.715
C -5.150 31.633 -27.023  0.671
O -5.505 30.552 -26.556  -0.645
N -4.589 32.534 -26.169  -0.611
C -4.347 32.329 -24.710  -0.425
H -6.258 32.238 -28.860  0.251
H -4.832 31.386 -29.170  0.238
H -4.778 33.082 -28.630  0.208
H -4.228 33.309 -26.707  0.387
H -5.034 32.706 -23.952  0.207
H -3.361 32.739 -24.493  0.201
H -4.346 31.274 -24.434  0.233
C -0.582 26.761 -26.320  -0.691
C -0.827 25.352 -26.680  0.663
O -1.901 24.900 -26.285  -0.655
N 0.045 24.728 -27.519  -0.610
C -0.081 23.342 -27.912  -0.424
H 0.446 26.979 -26.610  0.195
H -0.747 27.006 -25.271  0.248
H -1.271 27.315 -26.958  0.235
H 0.664 25.351 -28.017  0.393
H -0.980 22.925 -27.458  0.247
H 0.805 22.927 -27.431  0.196
H 0.131 23.268 -28.978  0.205

- Kohn-Sham gap (eV) = 4.05
- highest occupied orbital energy (eV) = -6.607
- energy (a.u.) = -1601.047861

---

# 2
Entry from the OMol25 dataset: a molecular structure, C3H8FORb in a non-equilibrium geometry (ωB97M-V/def2-TZVPD).

Each line ends with the Löwdin charge.
Cartesian coordinates (Å):
Rb -0.460 -3.106 -1.916  0.967
F 2.212 -2.076 -1.852  -0.791
C -1.516 0.349 0.336  -0.072
C -0.091 0.312 -0.133  -0.472
C 0.835 1.137 0.748  -0.056
O 0.347 -1.072 0.053  -0.208
H -1.957 1.336 0.165  0.084
H -1.571 0.143 1.409  0.087
H -2.203 -0.395 -0.079  0.068
H 0.012 0.506 -1.207  0.140
H 0.523 2.160 1.005  0.079
H 1.815 1.256 0.285  0.083
H 0.930 0.663 1.723  0.084
H 1.124 -1.215 -0.537  0.006

- Kohn-Sham gap (eV) = 7.95
- highest occupied orbital energy (eV) = -8.668
- energy (a.u.) = -318.296393

---

# 3
Entry from the OMol25 dataset: a molecular structure, C45H56BN7O6S4V (ωB97M-V/def2-TZVPD).

Each line ends with the Löwdin charge.
Cartesian coordinates (Å):
V -1.251 -0.246 -1.738  0.675
C -3.623 -0.533 -2.014  -0.193
C -3.125 0.610 -2.686  -0.258
C -2.344 0.168 -3.782  -0.196
C -2.416 -1.245 -3.818  -0.178
C -3.188 -1.670 -2.736  -0.184
H -4.273 -0.521 -1.150  0.094
H -3.395 1.636 -2.478  0.099
H -1.838 0.806 -4.491  0.098
H -1.908 -1.878 -4.531  0.093
H -3.397 -2.696 -2.467  0.079
C 4.797 3.855 -7.433  -0.077
C 3.916 3.035 -6.530  -0.308
C 4.291 1.761 -6.121  -0.058
C 3.486 0.997 -5.290  -0.014
C 2.266 1.505 -4.846  -0.380
C 1.883 2.789 -5.243  -0.007
C 2.699 3.534 -6.075  -0.066
S 1.843 0.709 -2.316  0.914
O 3.255 0.311 -2.357  -0.466
O 1.442 0.770 -4.071  -0.261
N 0.862 -0.462 -1.949  -0.321
C 1.066 -1.818 -2.170  -0.374
C 2.275 -2.478 -2.425  -0.007
C 2.229 -3.849 -2.586  -0.086
C 1.022 -4.532 -2.482  -0.092
C -0.114 -3.792 -2.207  -0.133
N -0.092 -2.476 -2.068  0.094
H 5.711 3.313 -7.682  0.063
H 5.090 4.797 -6.961  0.071
H 4.296 4.106 -8.371  0.070
H 5.240 1.354 -6.458  0.100
H 3.785 0.012 -4.964  0.110
H 0.940 3.176 -4.880  0.116
H 2.383 4.529 -6.373  0.104
H 3.194 -1.918 -2.476  0.086
H 3.150 -4.390 -2.778  0.096
H 0.963 -5.608 -2.574  0.084
H -1.081 -4.265 -2.077  0.104
C 1.672 1.714 5.560  -0.121
C 2.544 2.430 4.533  -0.270
C 2.431 1.879 3.111  -0.210
C 1.193 2.311 2.331  -0.227
N -0.061 1.764 2.845  -0.004
C -0.541 0.551 2.406  -0.812
S 0.324 -0.515 1.481  0.771
N -1.800 0.272 2.817  -0.005
C -2.519 -0.929 2.428  -0.221
C -2.139 -2.180 3.218  -0.214
C -2.313 -2.052 4.729  -0.255
C -3.771 -1.997 5.170  -0.123
H 1.784 2.154 6.554  0.058
H 1.948 0.660 5.626  0.075
H 0.621 1.749 5.284  0.051
H 3.588 2.355 4.854  0.094
H 2.308 3.501 4.528  0.097
H 2.471 0.788 3.121  0.093
H 3.297 2.207 2.528  0.109
H 1.310 2.016 1.284  0.093
H 1.090 3.400 2.360  0.117
H -0.779 2.463 2.970  0.116
H -2.200 0.867 3.522  0.131
H -2.322 -1.112 1.369  0.078
H -3.583 -0.698 2.531  0.114
H -1.109 -2.438 2.972  0.069
H -2.755 -3.004 2.843  0.099
H -1.788 -1.156 5.078  0.094
H -1.817 -2.896 5.214  0.106
H -4.296 -1.152 4.722  0.057
H -3.868 -1.904 6.254  0.058
H -4.300 -2.903 4.864  0.070
C 0.337 7.941 -0.059  -0.078
C -0.731 7.512 0.948  -0.565
C -0.142 7.660 2.358  -0.056
C -1.927 8.463 0.800  -0.060
C -1.183 6.066 0.736  -0.194
C -2.182 5.541 1.556  -0.064
C -2.621 4.218 1.449  -0.003
C -2.021 3.422 0.495  -0.255
O -2.204 2.115 0.229  0.073
B -1.270 1.722 -0.820  -0.419
O -0.584 2.966 -1.156  0.083
C -1.027 3.934 -0.340  -0.233
C -0.599 5.243 -0.237  0.059
H 0.617 8.981 0.124  0.078
H -0.027 7.865 -1.085  0.085
H 1.239 7.333 0.026  0.084
H 0.226 8.678 2.515  0.077
H 0.687 6.967 2.506  0.087
H -0.891 7.448 3.122  0.073
H -1.607 9.499 0.937  0.076
H -2.701 8.250 1.537  0.070
H -2.375 8.369 -0.190  0.088
H -2.635 6.173 2.310  0.095
H -3.401 3.825 2.090  0.110
H 0.185 5.593 -0.893  0.112
N 2.267 -9.855 -1.346  0.067
C 1.856 -8.870 -0.422  -0.338
C 2.301 -7.553 -0.555  -0.048
C 1.925 -6.594 0.365  -0.061
C 1.102 -6.927 1.435  -0.282
C 0.665 -8.230 1.572  -0.073
C 1.041 -9.200 0.652  -0.049
S 0.628 -5.630 2.579  0.511
O 1.875 -5.099 3.073  -0.334
O -0.235 -6.288 3.550  -0.393
N -0.086 -4.531 1.704  -0.126
C -1.363 -4.650 1.295  -0.718
S -2.396 -6.060 1.570  0.982
C -3.663 -5.303 0.674  -0.456
C -3.245 -4.078 0.270  -0.301
N -1.974 -3.710 0.598  0.028
H 2.476 -9.467 -2.254  0.072
H 1.596 -10.603 -1.440  0.071
H 2.937 -7.284 -1.391  0.103
H 2.249 -5.567 0.253  0.115
H 0.015 -8.475 2.402  0.104
H 0.686 -10.219 0.763  0.100
H -4.628 -5.756 0.525  0.035
H -3.853 -3.376 -0.288  0.085

- Kohn-Sham gap (spin up / spin down) (eV) = 5.01 / 6.25
- multiplicity = 4
- highest occupied orbital energy (spin up / spin down) (eV) = -1.430 / -2.676
- <S²> = 3.766
- energy (a.u.) = -5144.865112
- charge = -2

---

# 4
Entry from the OMol25 dataset: 2 unconnected molecules or ions with the total composition C4H9NO in a non-equilibrium geometry (ωB97M-V/def2-TZVPD).

Each line ends with the natural charge from an NBO analysis.
Cartesian coordinates (Å):
C -0.755 0.707 0.479  -0.352
C 0.109 -0.253 0.188  -0.232
C 1.506 0.038 -0.179  0.138
C 2.201 1.094 0.242  -0.495
N 2.052 -0.848 -1.107  -0.821
H -1.743 0.527 0.894  0.182
H -0.527 1.753 0.575  0.200
H -0.222 -1.272 0.360  0.211
H 1.882 1.868 0.935  0.203
H 3.258 1.249 0.044  0.196
H 3.038 -1.026 -1.165  0.388
H 1.482 -1.588 -1.492  0.382
O -4.267 -1.071 0.217  -0.936
H -4.692 -0.283 -0.144  0.469
H -3.322 -0.896 0.154  0.468

- Kohn-Sham gap (eV) = 9.04
- structure (SMILES) = C=CC(=C)N.O
- highest occupied orbital energy (eV) = -8.134
- energy (a.u.) = -287.748295

---

# 5
Entry from the OMol25 dataset: 2 unconnected molecules or ions with the total composition C2Cl4O in a non-equilibrium geometry (ωB97M-V/def2-TZVPD).

Each line ends with the natural charge from an NBO analysis.
Cartesian coordinates (Å):
C 1.397 -0.309 0.371  0.458
C -1.378 1.042 -0.603  -0.169
O 2.165 0.114 -0.461  -0.465
Cl 0.967 0.498 1.846  0.056
Cl 0.554 -1.939 0.225  -0.050
Cl -2.475 0.501 0.575  0.062
Cl -1.230 0.092 -1.952  0.109

- Kohn-Sham gap (eV) = 8.27
- highest occupied orbital energy (eV) = -9.423
- energy (a.u.) = -1992.109580

---

# 6
Entry from the OMol25 dataset: 2 unconnected molecules or ions with the total composition C4H11N3 (ωB97M-V/def2-TZVPD).

Each line ends with the natural charge from an NBO analysis.
Cartesian coordinates (Å):
H 1.508 -2.740 -2.217  0.321
N 2.041 -2.046 -1.695  -0.738
C 1.345 -1.098 -1.227  0.450
C 2.029 -0.010 -0.450  -0.668
N 0.002 -0.915 -1.394  -0.854
H 1.909 0.940 -0.967  0.216
H 1.588 0.080 0.540  0.211
H 3.084 -0.244 -0.362  0.239
H -0.491 -0.262 -0.797  0.419
H -0.536 -1.670 -1.787  0.377
C -1.222 2.063 0.620  -0.034
N -1.288 0.813 0.632  -0.421
C -1.803 0.115 1.768  -0.440
H -1.545 2.705 1.446  0.144
H -0.823 2.549 -0.257  0.176
H -2.115 0.776 2.586  0.175
H -1.031 -0.569 2.123  0.215
H -2.650 -0.487 1.439  0.213

- Kohn-Sham gap (eV) = 9.54
- structure (SMILES) = [H]/N=C(/C)N.C=NC
- highest occupied orbital energy (eV) = -8.687
- energy (a.u.) = -323.248192

---

# 7
Entry from the OMol25 dataset: a molecular structure, C3H6N3O in a non-equilibrium geometry (ωB97M-V/def2-TZVPD).

Each line ends with the natural charge from an NBO analysis.
Cartesian coordinates (Å):
C -0.196 -1.005 0.210  0.473
C -0.728 1.265 0.085  -0.239
C 0.709 1.047 -0.293  -0.252
N -0.260 -2.914 0.362  0.372
N -1.174 -0.102 0.294  -0.545
N 1.006 -0.397 -0.173  -0.588
O 0.770 -3.359 0.084  -0.090
H -0.959 1.902 1.035  0.238
H -1.300 1.628 -0.728  0.235
H 1.049 1.324 -1.412  0.232
H 1.305 1.724 0.273  0.240
H -2.204 -0.296 0.356  0.458
H 1.982 -0.817 -0.092  0.465

- Kohn-Sham gap (eV) = 8.52
- highest occupied orbital energy (eV) = -14.349
- energy (a.u.) = -357.032282
- charge = +1

---

# 8
Entry from the OMol25 dataset: a gas-phase ion, C2H7N4O (charge +1) in a non-equilibrium geometry (ωB97M-V/def2-TZVPD).

Each line ends with the natural charge from an NBO analysis.
Cartesian coordinates (Å):
C 0.697 -1.314 -0.003  -0.564
C 1.154 0.008 0.091  0.348
N 2.423 0.520 -0.159  -0.781
N 0.205 0.956 0.456  -0.276
O -1.037 0.912 -0.006  -0.112
N -1.675 -0.222 0.261  0.271
N -2.868 -0.182 -0.170  -0.447
H -0.046 -1.578 0.684  0.221
H 1.401 -2.097 -0.175  0.224
H 3.151 -0.107 -0.349  0.434
H 2.391 1.510 -0.287  0.386
H 0.733 1.902 0.319  0.403
H -3.186 0.755 -0.576  0.437
H -3.342 -1.063 -0.087  0.455

- Kohn-Sham gap (spin up / spin down) (eV) = 6.58 / 6.59
- structure (SMILES) = C=C(N)NON=[NH2+]
- highest occupied orbital energy (spin up / spin down) (eV) = -12.271 / -12.274
- energy (a.u.) = -374.196172
- charge = +1

---

# 9
Entry from the OMol25 dataset: a molecular structure, C3H3HgLiO2 in a non-equilibrium geometry (ωB97M-V/def2-TZVPD).

Each line ends with the natural charge from an NBO analysis.
Cartesian coordinates (Å):
C 1.835 -0.992 -0.436  0.161
C 2.633 -1.992 -0.848  -0.526
H 3.553 -2.201 -0.302  0.214
H 2.157 -0.323 0.376  0.172
H 2.307 -2.713 -1.601  0.187
O 0.578 -0.792 -0.810  -0.746
C -0.201 0.892 -0.717  0.178
O -1.476 0.688 -0.599  -0.755
Hg -1.000 -0.213 1.695  0.172
Li -0.492 -0.768 -2.352  0.943

- Kohn-Sham gap (spin up / spin down) (eV) = 5.31 / 5.56
- multiplicity = 3
- highest occupied orbital energy (spin up / spin down) (eV) = -6.154 / -7.862
- <S²> = 2.016
- energy (a.u.) = -427.368417

---

# 10
Entry from the OMol25 dataset: 2 unconnected molecules or ions with the total composition C4H11NO2S in a non-equilibrium geometry (ωB97M-V/def2-TZVPD).

Each line ends with the natural charge from an NBO analysis.
Cartesian coordinates (Å):
C 0.968 -0.288 -1.086  -0.504
C -0.169 -1.107 -0.490  -0.437
C -0.511 -0.774 0.958  -0.632
S 0.709 -1.492 2.002  0.714
C 0.877 1.153 -0.617  0.670
N 0.521 2.059 -1.553  -0.788
O 1.131 1.426 0.548  -0.620
H 0.939 -0.338 -2.171  0.240
H 1.938 -0.655 -0.787  0.245
H -1.055 -1.107 -1.149  0.274
H 0.068 -2.168 -0.547  0.233
H -0.587 0.308 1.129  0.310
H -1.508 -1.159 1.215  0.300
H 0.309 -0.982 3.189  0.160
H 0.399 3.033 -1.337  0.424
H 0.212 1.749 -2.460  0.408
H -2.440 0.924 -1.222  0.458
H -3.843 0.535 -0.686  0.480
O -3.236 0.423 -1.436  -0.934

- Kohn-Sham gap (spin up / spin down) (eV) = 10.57 / 5.29
- multiplicity = 2
- highest occupied orbital energy (spin up / spin down) (eV) = -14.229 / -13.955
- <S²> = 0.754
- energy (a.u.) = -762.120318
- charge = +1

---

# 11
Entry from the OMol25 dataset: a single CH2N4O6 molecule in a non-equilibrium geometry (ωB97M-V/def2-TZVPD).

Each line ends with the natural charge from an NBO analysis.
Cartesian coordinates (Å):
N 0.500 0.412 -0.086  -0.845
C -0.318 0.783 0.995  0.775
O -0.471 1.882 1.400  -0.546
N -1.104 -0.391 1.579  0.048
O -1.392 -1.405 0.694  -0.300
N -1.543 -2.573 1.579  0.395
O -1.756 -3.578 1.047  -0.204
O -2.196 -0.014 2.245  -0.243
N -3.246 0.635 1.452  0.719
O -3.014 0.660 0.305  -0.322
O -4.185 0.902 2.110  -0.301
H 0.623 -0.627 -0.187  0.404
H 1.442 0.972 -0.112  0.419

- Kohn-Sham gap (eV) = 9.76
- structure (SMILES) = NC(=O)N(ON=O)O[N+](=O)[O-]
- highest occupied orbital energy (eV) = -10.440
- energy (a.u.) = -709.461867

---

# 12
Entry from the OMol25 dataset: a single C19H21N3O4S molecule in a non-equilibrium geometry (ωB97M-V/def2-TZVPD).

Each line ends with the natural charge from an NBO analysis.
Cartesian coordinates (Å):
C -3.587 0.052 -2.381  -0.330
C -2.616 0.707 -2.914  -0.218
C -1.458 0.096 -3.584  -0.184
N -0.269 -0.253 -2.761  -0.701
C 0.596 0.683 -2.077  0.123
C 1.805 1.070 -2.241  -0.218
C 2.519 2.003 -1.428  -0.176
C 2.054 2.278 -0.233  -0.173
C 2.958 3.072 0.571  0.739
O 3.431 4.032 0.538  -0.476
N 2.880 2.468 1.975  -0.701
C 1.981 1.545 2.330  0.109
C 2.202 0.320 1.423  -0.241
C 1.270 -0.688 1.646  -0.141
C 0.120 -0.825 2.534  0.149
N -0.912 -1.514 2.482  -0.578
C -1.828 -2.052 3.283  0.619
C -2.790 -2.795 2.420  -0.668
O -2.219 -1.269 4.146  -0.585
C 0.011 0.495 3.431  -0.221
C 1.098 1.415 3.282  -0.244
C 0.690 2.153 0.023  -0.188
C -0.157 1.373 -0.897  -0.192
S -0.367 -1.837 -1.983  2.261
C 1.151 -2.305 -1.950  -0.897
O -0.953 -1.414 -0.528  -0.958
O -1.382 -2.479 -2.713  -0.902
H -4.365 0.449 -1.930  0.193
H -3.535 -1.029 -2.712  0.198
H -2.597 1.792 -2.791  0.198
H -1.580 -0.530 -4.226  0.190
H -0.835 0.977 -4.133  0.200
H 2.091 0.408 -2.921  0.206
H 3.624 1.993 -1.624  0.217
H 3.297 3.127 2.634  0.394
H 2.989 0.141 0.915  0.192
H 1.507 -1.731 1.042  0.159
H -0.786 -2.237 1.598  0.402
H -2.446 -3.957 2.775  0.219
H -3.065 -2.525 1.548  0.222
H -3.845 -2.825 3.084  0.235
H -0.794 0.466 4.179  0.260
H 0.821 2.463 4.037  0.192
H 0.234 2.639 0.951  0.245
H -1.253 1.172 -0.422  0.272
H 1.746 -1.639 -1.686  0.268
H 1.077 -3.164 -1.556  0.254
H 1.489 -2.322 -3.157  0.276

- Kohn-Sham gap (eV) = 6.98
- structure (SMILES) = C=CCN(c1ccc(C(=O)Nc2ccc(NC(C)=O)cc2)cc1)S(C)(=O)=O
- highest occupied orbital energy (eV) = -6.975
- energy (a.u.) = -1599.402219